Formula: C47H57GeIN7O3Ti
Source: the Open Molecules 2025 dataset
Level of theory: wB97M-V/def2-TZVPD

Last column: Mulliken charge in e.
Element x y z (Å)
H1 -5.04 -3.18 2.10  0.35
C1 -0.80 -0.79 -3.88  -0.42
C2 3.19 -1.90 -6.28  -0.92
H2 0.99 -4.90 -0.16  0.50
C3 2.41 3.89 -3.94  -0.62
H3 -2.83 0.80 5.29  0.38
H4 1.95 5.15 -0.50  0.68
C4 -2.90 -0.54 1.40  -0.30
C5 -2.78 -0.01 2.82  -1.54
C6 1.29 -4.17 1.85  -0.92
I1 -1.14 -3.48 5.19  0.12
H5 0.25 -2.51 -0.75  -0.44
H6 3.42 -2.95 -6.17  0.41
C7 -4.77 -3.56 3.08  -0.13
H7 -2.59 0.20 0.66  -0.25
H8 -5.98 -5.18 5.77  0.42
C8 1.23 4.41 -0.16  -0.19
H9 3.88 -1.37 5.27  0.54
H10 -3.09 1.03 2.87  0.55
H11 -0.12 -1.47 -4.38  0.42
H12 -3.26 -2.82 -0.02  0.69
H13 -1.41 1.30 6.20  0.55
C9 3.52 -1.24 -7.46  -0.46
H14 -3.94 -0.80 1.20  0.65
H15 4.49 -2.63 3.42  0.49
C10 0.24 5.02 -5.25  -0.73
C11 0.44 0.11 4.60  0.66
H16 -1.93 2.22 4.79  0.29
C12 0.98 4.60 1.33  -1.24
H17 3.27 3.46 -3.43  0.34
C13 -1.19 3.70 -0.46  -1.54
H18 3.48 0.62 -8.52  0.41
N1 -3.50 -3.35 3.45  0.01
C14 -0.16 2.25 1.23  0.90
C15 1.29 5.82 -4.82  -0.52
H19 3.62 -3.86 4.34  0.34
H20 -0.35 5.55 -1.10  0.54
O1 2.01 -0.63 0.75  -0.53
H21 -1.96 3.52 -1.20  0.72
H22 -0.81 3.88 2.36  0.50
N2 1.37 -2.87 2.49  0.19
H23 -6.71 -4.36 3.52  0.42
H24 1.84 -1.14 -2.32  -0.29
H25 -1.08 2.43 -2.92  0.57
H26 3.43 1.21 -2.46  0.79
C16 1.15 0.55 5.71  -1.01
C17 3.64 -3.32 3.39  -2.04
H27 2.33 -1.74 -4.34  0.22
N3 -2.01 -1.70 1.28  1.52
H28 -4.01 -0.68 -2.77  0.46
C18 -0.03 4.51 -1.03  1.19
H29 0.71 1.25 6.41  0.50
C19 1.17 -3.95 0.36  -0.86
H30 0.67 3.13 2.93  0.15
H31 0.48 5.56 1.50  0.32
H32 2.01 1.73 -1.59  -0.88
H33 1.71 3.44 -0.32  -0.47
C20 -3.98 -4.46 5.52  -0.85
C21 -5.69 -4.21 3.87  -0.85
H34 0.38 -4.64 2.23  0.20
H35 3.83 -4.03 2.60  0.54
H36 -2.39 -2.24 -3.81  0.53
Ti1 0.09 -0.97 1.69  0.54
C22 2.60 0.80 -6.57  -0.57
N4 0.10 -2.98 0.13  0.49
H37 -3.35 1.66 -2.33  0.49
H38 0.20 4.17 -2.04  -1.11
C23 2.38 -2.55 3.19  0.87
C24 -1.35 1.39 -3.06  0.16
N5 0.99 -0.72 3.72  1.25
C25 -2.63 0.97 -2.74  -1.07
H39 -3.43 -0.59 3.48  0.58
H40 -1.34 -4.21 -0.85  0.56
C26 2.29 -0.43 -1.62  -0.95
C27 1.36 3.06 -4.36  0.04
H41 -0.87 1.57 -0.53  -0.64
H42 -2.05 -1.79 -0.81  -0.60
N6 -0.77 2.39 0.06  0.75
C28 2.57 -1.21 -5.25  0.18
H43 3.20 5.88 -3.85  0.47
C29 -1.24 -3.59 0.04  -1.30
H44 -3.62 -4.81 6.48  0.42
H45 2.10 -3.52 -0.03  0.26
C30 -3.13 -3.80 4.63  0.23
Ge1 1.40 1.16 -3.96  1.53
C31 2.16 -1.30 3.99  0.37
H46 2.12 -4.83 2.08  0.63
C32 -2.23 -2.45 0.04  -0.02
C33 0.28 3.65 -5.02  -0.32
C34 -2.09 -1.22 -3.57  -0.74
C35 -1.83 1.22 5.20  -2.08
H47 1.94 4.66 1.83  0.50
C36 -0.98 0.37 4.31  0.26
N7 -1.40 -0.20 3.25  1.19
H48 -0.54 3.03 -5.37  0.46
H49 3.28 -0.80 -1.35  0.50
H50 -1.41 -4.22 0.92  0.48
C37 -5.29 -4.67 5.12  -0.23
C38 2.93 -0.91 5.07  -0.94
H51 3.01 0.41 6.76  0.49
C39 -0.41 0.53 -3.63  -0.18
H52 -0.60 5.45 -5.77  0.44
C40 2.27 0.15 -5.38  0.22
H53 -1.67 4.24 0.36  0.38
C41 2.43 0.07 5.92  -1.08
C42 0.16 3.48 2.03  -1.21
H54 2.39 1.85 -6.69  0.34
C43 2.39 0.97 -2.27  0.28
H55 -2.24 -2.33 2.06  -0.40
O2 0.05 1.12 1.72  -0.29
C44 3.22 0.11 -7.60  -0.75
H56 4.00 -1.78 -8.27  0.40
C45 2.38 5.25 -4.17  -0.66
O3 0.18 -0.44 -0.42  0.12
H57 1.26 6.89 -4.99  0.42
C46 1.46 -0.48 -0.38  0.26
C47 -3.00 -0.35 -2.99  -0.55

Charge: +2
Expectation value of S²: 0.75
Frontier orbital gap (spin up / spin down), eV: 7.03 / 6.86
ΔE to the lowest compared entry with this formula, charge and spin, kcal per mole: 19.0
Multiplicity: 2
HOMO (spin up / spin down), eV: -12.60 / -12.60


Formula: C5H4InN2O4S
Source: the Open Molecules 2025 dataset
Level of theory: wB97M-V/def2-TZVPD

Last column: Mulliken charge in e.
Element x y z (Å)
O1 -2.28 -2.12 -2.12  0.08
O2 2.82 -0.64 -2.36  0.05
C1 -2.02 0.49 1.57  0.13
H1 3.55 -2.01 1.68  0.16
C2 2.11 -1.68 2.94  1.08
In1 -0.12 0.07 -0.15  1.24
N1 1.57 -1.73 4.15  -0.32
C3 -1.58 -1.46 -1.48  0.26
N2 3.32 -2.15 2.65  -0.32
O3 -2.80 0.62 2.40  0.05
C4 0.19 2.58 -0.46  0.24
S1 1.20 -0.95 1.66  -0.58
H2 3.96 -2.60 3.29  0.27
O4 0.29 3.70 -0.64  0.09
H3 1.99 -2.13 4.98  0.27
C5 1.90 -0.39 -1.75  0.13
H4 0.65 -1.32 4.16  0.16

Charge: +3
Frontier orbital gap, eV: 5.97
ΔE to the lowest compared entry with this formula, charge and spin, kcal per mole: 1.5
Multiplicity: 1
HOMO, eV: -21.21


Formula: C2H10N2
Source: the Open Molecules 2025 dataset
Level of theory: wB97M-V/def2-TZVPD

Last column: Mulliken charge in e.
Element x y z (Å)
H1 -1.17 -1.10 2.07  0.31
H2 -0.20 0.04 -3.28  0.22
H3 1.32 -0.54 1.56  0.29
H4 1.58 -0.29 -0.20  0.27
H5 1.37 0.20 -2.75  0.22
N1 0.44 0.58 -2.71  -0.62
H6 -0.45 0.34 2.70  0.27
C1 -1.04 -0.03 1.85  -0.89
H7 0.65 -1.69 0.42  0.27
N2 -0.30 0.21 0.63  -0.30
C2 0.89 -0.62 0.57  -0.77
H8 -0.86 0.30 -0.20  0.19
H9 -2.03 0.40 1.81  0.33
H10 0.09 0.86 -1.81  0.23

Frontier orbital gap, eV: 9.65
ΔE to the lowest compared entry with this formula, charge and spin, kcal per mole: 14.1
Multiplicity: 1
SMILES: CNC.N
HOMO, eV: -8.58


Formula: C17H16N6S2
Source: the Open Molecules 2025 dataset
Level of theory: wB97M-V/def2-TZVPD

Last column: Mulliken charge in e.
Element x y z (Å)
H1 2.46 1.16 2.77  0.38
N1 0.18 1.59 6.94  -0.57
C1 -1.75 1.25 0.48  -0.65
C2 1.42 -3.40 -7.02  -0.40
H2 -0.41 -3.23 -3.25  0.20
C3 0.14 -1.16 -3.23  0.33
N2 -2.18 1.74 6.59  -0.45
H3 0.00 1.34 -2.14  0.26
S1 2.32 1.43 5.29  -0.21
C4 1.87 -2.12 -7.39  -0.60
C5 -0.64 0.88 -0.23  0.24
H4 -1.99 1.61 5.61  0.42
H5 -2.75 1.33 0.10  0.40
C6 -1.06 1.68 7.33  0.38
C7 1.82 1.26 3.63  -0.60
N3 -0.36 -0.76 -2.02  -0.13
C8 0.76 -3.63 -5.82  -0.74
H6 0.97 0.62 -4.05  0.45
H7 -1.89 2.48 8.87  0.24
H8 2.07 -0.07 -6.70  0.41
H9 -3.01 1.27 6.98  0.23
C9 -1.44 1.52 1.85  -0.43
C10 0.66 -2.57 -4.93  -0.27
H10 2.34 -1.97 -8.37  0.35
C11 -0.69 0.63 -1.70  -0.50
H11 1.58 -4.21 -7.73  0.34
C12 0.75 -0.42 -4.17  -0.75
H12 -0.23 1.85 8.96  0.31
C13 1.69 -1.05 -6.49  -0.50
C14 0.60 1.49 5.63  0.73
N4 0.09 -2.46 -3.70  -0.07
C15 1.09 -1.28 -5.28  0.83
N5 -1.19 1.79 8.61  -0.47
S2 0.81 0.84 0.73  -0.24
H13 -1.67 0.88 -2.14  0.22
N6 -0.26 1.38 4.67  -0.57
H14 -2.18 1.84 2.56  0.39
H15 -0.65 -1.47 -1.35  0.26
C16 -0.11 1.26 2.19  0.26
C17 0.47 1.28 3.49  0.15
H16 0.35 -4.59 -5.58  0.36

Frontier orbital gap, eV: 7.59
ΔE to the lowest compared entry with this formula, charge and spin, kcal per mole: 0.0
Multiplicity: 1
SMILES: NC(N)=Nc1nc(-c2ccc(CNc3cc4ccccc4[nH]3)s2)cs1
HOMO, eV: -7.17


Q: Which value of multiplicity does entry 2 give?
A: 1


Q: Which value of ΔE to the lowest compared entry with this formula, charge and spin does entry 3 give?
A: 14.1 kcal per mole